(1)
Here is one molecule with the formula C7H11N2OP in a non-equilibrium geometry from OMol25. Energies are from ωB97M-V with the def2-TZVPD basis set.

Results
Kohn-Sham gap (eV): 9.233
LUMO energy (eV): 0.259
Energy above the lowest of the compared OMol25 structures with the same formula, charge and spin (kcal/mol): 197.3
Energy (a.u.): -799.1852

ORCA input file:
```
! RIJCOSX wB97M-V def2-TZVPD def2/J DEFGRID3
* xyz 0 1
C 2.35 -0.18 1.01
C 1.82 -0.93 -0.36
P 0.44 0.00 -1.29
C 1.12 1.79 -1.57
C -1.16 0.21 -0.27
C -0.94 0.83 1.24
N -0.68 1.53 2.32
C -2.08 -1.17 -0.16
O -1.77 -1.98 1.05
C -3.69 -0.75 -0.02
N -4.85 -0.23 0.30
H 1.85 0.87 1.20
H 2.30 -0.86 1.98
H 3.52 0.06 0.87
H 1.56 -2.07 -0.12
H 2.76 -0.98 -1.09
H 0.48 2.52 -0.92
H 1.02 2.08 -2.71
H 2.25 1.86 -1.19
H -1.84 0.99 -0.87
H -1.94 -1.88 -1.09
H -2.51 -1.72 1.69
*
```



(2)
Here is one molecule with the formula C5H9NO4S in a non-equilibrium geometry from OMol25. Energies are from ωB97M-V with the def2-TZVPD basis set.

Results
Kohn-Sham gap (eV): 9.559
LUMO energy (eV): 0.537
Energy above the lowest of the compared OMol25 structures with the same formula, charge and spin (kcal/mol): 178.0
Energy (a.u.): -949.5839

ORCA input file:
```
! RIJCOSX wB97M-V def2-TZVPD def2/J DEFGRID3
* xyz 0 1
O 2.68 -1.95 -0.51
N 1.76 -1.31 -0.98
O 1.49 -1.60 -2.36
C 0.93 -0.49 -0.45
C -0.30 0.27 -1.22
O -1.79 -0.01 -0.72
C -2.71 1.02 -0.11
S -1.80 1.32 1.44
C -0.43 0.07 1.66
C 1.02 -0.05 0.97
O 1.72 1.22 1.04
H 2.17 -2.34 -2.61
H -0.19 -0.09 -2.22
H -0.17 1.28 -1.11
H -2.75 2.03 -0.57
H -3.62 0.38 0.11
H -0.84 -1.08 1.55
H -0.16 0.23 2.79
H 1.63 -0.72 1.56
H 1.35 1.81 1.74
*
```